Molecular formula: C46H45IN4OPTc
Method: DFT, the ωB97M-V functional and the def2-TZVPD basis

Geometry as XYZ:
```
99
Properties=species:S:1:pos:R:3:lowdin_charge:R:1
Tc -0.028 0.012 -0.281 0.850
C -1.378 1.622 3.402 -0.173
C -1.547 0.106 3.194 -0.193
C -0.189 -0.550 2.988 -0.137
N -0.146 -1.823 2.201 -0.009
C -1.246 -2.490 1.579 -0.192
C -2.193 -2.961 2.401 0.021
C -3.251 -3.903 2.206 -0.034
C -3.519 -4.640 1.115 -0.061
C -2.868 -4.569 -0.143 -0.025
C -1.868 -3.745 -0.553 -0.001
C -1.123 -2.735 0.128 -0.339
N -0.259 -2.031 -0.548 -0.150
C 0.521 -2.718 -1.607 -0.195
C 1.925 -2.109 -1.741 -0.150
C 2.594 -1.557 -0.485 -0.203
N 1.931 -0.343 0.013 -0.114
C 2.604 0.515 0.774 -0.238
C 3.865 0.187 1.317 -0.008
C 4.840 0.969 1.901 -0.058
C 4.871 2.346 2.083 -0.091
C 3.826 3.207 1.838 -0.069
C 2.513 2.946 1.447 -0.019
C 1.864 1.765 1.063 -0.234
N 0.534 1.690 0.828 -0.138
C -0.309 2.797 1.315 -0.226
C -1.551 2.452 2.122 -0.203
H -0.398 1.821 3.855 0.123
H -2.119 1.961 4.127 0.110
H -2.206 -0.066 2.344 0.034
H -2.042 -0.331 4.066 0.110
H 0.271 -0.760 3.950 0.132
H 0.471 0.158 2.498 0.080
H -2.071 -2.616 3.425 0.132
H -3.866 -4.105 3.079 0.119
H -4.316 -5.370 1.205 0.116
H -3.267 -5.228 -0.908 0.119
H -1.615 -3.819 -1.602 0.114
H 0.038 -2.657 -2.584 0.095
H 0.610 -3.783 -1.366 0.113
H 1.903 -1.319 -2.486 0.079
H 2.576 -2.892 -2.138 0.124
H 3.624 -1.313 -0.754 0.121
H 2.652 -2.322 0.298 0.101
H 4.094 -0.871 1.282 0.101
H 5.722 0.430 2.229 0.113
H 5.790 2.775 2.467 0.106
H 4.038 4.259 2.017 0.113
H 1.906 3.837 1.378 0.096
H -0.635 3.397 0.456 0.108
H 0.268 3.463 1.955 0.098
H -2.299 1.981 1.491 0.030
H -1.969 3.426 2.399 0.117
I -2.799 0.043 -0.490 1.250
C -3.577 1.626 -1.610 -0.571
C -4.885 1.830 -1.289 -0.180
C -5.660 2.787 -1.978 -0.064
C -5.089 3.482 -2.990 -0.027
C -3.728 3.282 -3.345 -0.151
C -3.215 4.012 -4.438 -0.020
C -1.930 3.844 -4.842 -0.044
C -1.099 2.964 -4.128 -0.097
C -1.518 2.246 -3.035 -0.270
P -0.104 1.276 -2.277 0.964
C 0.297 0.270 -3.765 -0.364
C -0.661 -0.683 -4.118 -0.121
C -0.480 -1.486 -5.236 -0.073
C 0.667 -1.352 -6.013 -0.071
C 1.616 -0.399 -5.676 -0.064
C 1.432 0.412 -4.558 -0.090
C 1.195 2.556 -2.131 -0.353
C 0.867 3.890 -1.891 -0.096
C 1.867 4.825 -1.643 -0.065
C 3.202 4.441 -1.632 -0.079
C 3.536 3.110 -1.836 -0.067
C 2.537 2.171 -2.061 -0.116
C -2.895 2.354 -2.633 -0.170
H -5.342 1.244 -0.501 0.079
H -6.700 2.939 -1.704 0.116
H -5.666 4.206 -3.559 0.121
H -3.878 4.702 -4.956 0.123
H -1.536 4.388 -5.693 0.116
H -0.070 2.871 -4.453 0.110
H -1.564 -0.787 -3.520 0.093
H -1.239 -2.213 -5.508 0.110
H 0.811 -1.979 -6.886 0.110
H 2.504 -0.275 -6.289 0.111
H 2.171 1.168 -4.326 0.096
H -0.167 4.210 -1.916 0.105
H 1.598 5.862 -1.467 0.111
H 3.979 5.175 -1.446 0.112
H 4.575 2.797 -1.804 0.115
H 2.806 1.123 -2.159 0.100
C 1.139 -3.930 1.750 0.033
C 1.071 -2.510 2.271 -0.475
O 2.041 -1.971 2.754 0.078
H 2.087 -4.348 2.066 0.098
H 1.094 -3.949 0.655 0.067
H 0.322 -4.545 2.130 0.095
```

Computed properties:
E_tot   -2793.74693 a.u.
Total charge   +1
Energy above the lowest of the compared OMol25 structures with the same formula, charge and spin   0.0 kJ/mol
HOMO (spin up / spin down)   -8.879 / -8.928 eV
Spin multiplicity   2
Orbital gap (spin up / spin down)   0.2056 / 0.2080 Eh

=====

Molecular formula: C46H45N4NiOTe
Method: DFT, the ωB97M-V functional and the def2-TZVPD basis

Geometry as XYZ:
```
98
Properties=species:S:1:pos:R:3:lowdin_charge:R:1
Ni -1.450 -0.905 -0.714 0.343
C -5.569 -2.391 -1.543 -0.065
C -4.160 -2.383 -1.419 -0.123
N -3.524 -1.629 -0.559 0.089
C -4.247 -0.846 0.293 -0.135
C -5.648 -0.763 0.228 -0.167
C -6.299 -1.569 -0.736 -0.036
C -6.336 0.095 1.128 -0.080
C -5.623 0.791 2.059 -0.108
C -4.218 0.680 2.162 -0.030
C -3.491 -0.131 1.308 -0.236
N -2.157 -0.372 1.294 0.046
C -1.595 -1.133 2.259 -0.228
C -1.757 -1.030 3.636 -0.032
C -1.166 -1.952 4.521 -0.114
C -0.410 -3.001 4.080 -0.088
C -0.228 -3.173 2.683 -0.178
C 0.487 -4.261 2.126 -0.042
C 0.598 -4.388 0.773 -0.066
C -0.013 -3.416 -0.049 -0.165
N -0.681 -2.401 0.438 0.039
C -0.788 -2.245 1.790 -0.137
H -6.039 -3.023 -2.285 0.091
H -3.546 -2.980 -2.088 0.109
H -7.380 -1.523 -0.823 0.104
H -7.414 0.179 1.066 0.092
H -6.146 1.451 2.743 0.091
H -3.686 1.255 2.908 0.097
H -2.348 -0.214 4.030 0.083
H -1.302 -1.809 5.588 0.089
H 0.059 -3.693 4.769 0.092
H 0.950 -4.982 2.792 0.108
H 1.153 -5.200 0.320 0.096
H 0.084 -3.447 -1.129 0.110
C 7.875 -0.129 3.475 -0.081
C 6.602 -0.258 2.680 -0.306
C 5.489 -0.906 3.191 -0.051
C 4.309 -1.021 2.455 -0.323
C 3.161 -1.772 3.083 -0.101
C 4.188 -0.470 1.169 -0.312
Te 2.235 -0.764 -0.099 1.451
N 0.286 -0.582 -1.483 -0.152
C 0.583 -0.392 -2.735 -0.668
O 1.735 -0.250 -3.225 -0.160
C -0.553 -0.250 -3.748 -0.107
C -0.244 -0.089 -5.072 -0.068
C -1.223 0.124 -6.058 -0.105
C -2.589 0.240 -5.682 -0.151
C -2.951 0.092 -4.386 -0.070
C -1.977 -0.271 -3.300 -0.291
C 2.176 1.361 -0.195 -0.441
C 2.382 1.968 -1.429 -0.160
C 2.323 3.346 -1.574 -0.101
C 2.051 4.143 -0.474 -0.118
C 1.821 3.542 0.754 -0.085
C 1.865 2.158 0.917 -0.312
C 1.532 1.600 2.270 -0.065
C 5.333 0.156 0.648 -0.300
C 5.353 0.736 -0.745 -0.083
C 6.505 0.259 1.396 -0.050
H 7.764 -0.577 4.463 0.060
H 8.156 0.918 3.615 0.066
H 8.714 -0.623 2.978 0.066
H 5.537 -1.335 4.189 0.095
H 3.396 -2.066 4.107 0.064
H 2.927 -2.675 2.515 0.059
H 2.245 -1.181 3.089 0.047
H 0.809 -0.098 -5.319 0.099
H -0.936 0.248 -7.096 0.070
H -3.336 0.472 -6.435 0.080
H -3.991 0.200 -4.091 0.097
H -2.184 -1.340 -3.072 0.127
H 2.555 1.326 -2.286 0.075
H 2.476 3.789 -2.551 0.094
H 1.991 5.221 -0.572 0.085
H 1.573 4.157 1.613 0.094
H 1.216 2.401 2.938 0.067
H 2.393 1.098 2.710 0.060
H 0.728 0.862 2.198 0.061
H 4.715 0.163 -1.418 0.046
H 6.371 0.746 -1.138 0.063
H 4.976 1.761 -0.754 0.073
H 7.367 0.755 0.957 0.103
C -3.283 2.636 -1.503 -0.070
C -1.948 1.929 -1.792 -0.548
C -1.002 2.233 -0.626 -0.062
C -1.343 2.556 -3.053 -0.041
C -2.238 0.407 -1.938 -0.184
H -3.129 3.707 -1.337 0.070
H -3.753 2.219 -0.609 0.068
H -3.979 2.515 -2.339 0.073
H -0.884 3.316 -0.510 0.079
H -0.020 1.790 -0.801 0.046
H -1.382 1.816 0.307 0.069
H -1.258 3.640 -2.915 0.077
H -1.955 2.372 -3.939 0.073
H -0.342 2.168 -3.246 0.083
H -3.323 0.313 -1.828 0.070
```

Computed properties:
E_tot   -3850.42731 a.u.
Total charge   -2
Energy above the lowest of the compared OMol25 structures with the same formula, charge and spin   133.4 kJ/mol
HOMO (spin up / spin down)   -0.916 / -1.015 eV
Spin multiplicity   2
Orbital gap (spin up / spin down)   0.1922 / 0.1958 Eh

=====

Molecular formula: C46H46BBrClHgN13O3S
Method: DFT, the ωB97M-V functional and the def2-TZVPD basis

Geometry as XYZ:
```
113
Properties=species:S:1:pos:R:3:lowdin_charge:R:1
Hg 0.215 0.528 2.708 0.587
N 3.421 -3.018 5.898 0.028
C 2.506 -2.228 5.168 -0.712
S 3.124 -0.561 4.853 0.961
N 1.361 -2.690 4.882 -0.010
N 0.375 -1.891 4.413 -0.020
C -0.634 -2.591 3.863 -0.277
C -0.443 -4.014 3.478 -0.196
C 0.619 -4.376 2.642 -0.055
C 0.811 -5.696 2.269 -0.099
C -0.048 -6.691 2.727 -0.122
C -1.097 -6.346 3.567 -0.105
C -1.288 -5.022 3.939 -0.053
C -1.880 -1.948 3.605 -0.291
C -2.912 -2.572 2.842 -0.056
C -4.123 -1.954 2.682 -0.113
C -4.338 -0.690 3.256 -0.133
C -3.262 -0.114 3.913 -0.216
N -2.078 -0.682 4.090 0.023
H 4.358 -2.971 5.519 0.058
H 3.085 -3.974 5.921 0.075
H 1.278 -3.597 2.281 0.091
H 1.634 -5.953 1.612 0.092
H 0.103 -7.723 2.434 0.086
H -1.768 -7.112 3.939 0.090
H -2.105 -4.756 4.600 0.114
H -2.733 -3.535 2.384 0.094
H -4.903 -2.439 2.106 0.091
H -5.280 -0.166 3.167 0.074
H -3.363 0.888 4.328 0.091
N -1.513 5.124 4.396 0.009
C -0.478 4.877 3.577 -0.186
N -0.861 4.107 2.591 0.135
C -2.179 3.893 2.863 -0.332
N -2.617 4.496 3.951 0.112
C -3.046 3.022 2.052 -0.228
C -4.424 2.985 2.254 -0.090
N -5.211 2.164 1.572 0.079
C -4.606 1.350 0.712 -0.139
C -3.236 1.397 0.499 -0.111
N -2.455 2.250 1.147 0.133
H -1.538 5.643 5.255 0.145
H 0.514 5.265 3.738 0.099
H -4.888 3.640 2.981 0.107
H -5.225 0.640 0.178 0.105
H -2.759 0.723 -0.204 0.091
C -2.490 -1.699 -4.986 -0.040
C -1.565 -0.473 -5.031 -0.511
C -2.448 0.780 -5.038 -0.024
C -0.782 -0.543 -6.347 -0.042
C -0.585 -0.510 -3.813 -0.413
O -0.058 -1.833 -3.694 -0.008
C 0.651 0.413 -3.924 -0.099
C 0.586 1.886 -4.362 -0.134
C -0.126 2.917 -3.517 -0.229
C 0.033 2.985 -2.137 -0.036
C -0.552 3.990 -1.383 -0.085
C -1.325 4.940 -2.030 -0.659
Cl -2.098 6.200 -1.107 0.648
C -1.506 4.904 -3.401 -0.105
C -0.900 3.895 -4.134 -0.055
C -1.357 -0.273 -2.485 -0.063
N -0.870 -1.090 -1.394 -0.124
C 0.229 -1.003 -0.622 -0.189
N 0.359 -2.085 0.112 0.102
C -0.723 -2.822 -0.243 -0.215
N -1.492 -2.269 -1.153 0.114
H -3.221 -1.622 -5.794 0.085
H -3.038 -1.779 -4.047 0.082
H -1.930 -2.624 -5.110 0.086
H -3.106 0.748 -5.910 0.090
H -1.880 1.704 -5.087 0.051
H -3.086 0.834 -4.154 0.091
H -1.481 -0.621 -7.182 0.088
H -0.141 -1.427 -6.388 0.086
H -0.161 0.338 -6.517 0.072
H 0.576 -1.968 -4.405 0.093
H 1.322 -0.065 -4.647 0.118
H 1.172 0.334 -2.966 0.103
H 0.195 1.954 -5.379 0.088
H 1.632 2.205 -4.438 0.120
H 0.627 2.242 -1.623 0.098
H -0.427 4.023 -0.308 0.088
H -2.114 5.656 -3.886 0.101
H -1.033 3.874 -5.210 0.112
H -2.398 -0.562 -2.590 0.108
H -1.324 0.780 -2.213 0.115
H 0.887 -0.146 -0.587 0.086
H -0.949 -3.780 0.197 0.100
Br 2.398 5.553 1.112 0.739
C 2.812 3.979 0.149 -0.674
C 3.404 4.077 -1.095 -0.124
C 3.685 2.901 -1.772 -0.071
C 3.356 1.697 -1.170 -0.163
N 2.771 1.611 0.022 0.085
C 2.499 2.734 0.679 -0.204
H 3.633 5.045 -1.522 0.102
H 4.154 2.918 -2.747 0.102
H 3.572 0.753 -1.660 0.107
H 1.998 2.629 1.638 0.028
O 3.420 -1.934 2.378 0.143
B 3.778 -0.881 3.210 -0.948
O 4.840 -0.149 2.660 0.135
C 5.151 -0.800 1.496 -0.210
C 6.167 -0.534 0.609 -0.005
C 6.258 -1.368 -0.508 -0.109
C 5.351 -2.402 -0.713 -0.101
C 4.330 -2.670 0.203 0.014
C 4.274 -1.862 1.313 -0.194
H 6.851 0.289 0.770 0.116
H 7.044 -1.197 -1.233 0.092
H 5.440 -3.020 -1.597 0.094
H 3.605 -3.457 0.056 0.119
```

Computed properties:
E_tot   -6328.87001 a.u.
Total charge   -1
Energy above the lowest of the compared OMol25 structures with the same formula, charge and spin   105.7 kJ/mol
HOMO (spin up / spin down)   -1.646 / -4.166 eV
Spin multiplicity   2
Orbital gap (spin up / spin down)   0.1305 / 0.2231 Eh

=====

Molecular formula: C46H46MgN5P2SSb
Method: DFT, the ωB97M-V functional and the def2-TZVPD basis

Geometry as XYZ:
```
102
Properties=species:S:1:pos:R:3:lowdin_charge:R:1
Mg -0.496 -0.026 0.463 0.314
C 1.006 0.590 -2.682 -0.299
P 2.082 -0.164 -1.394 1.071
C 3.452 1.020 -1.203 -0.380
C 3.453 2.307 -1.732 -0.070
C 4.523 3.161 -1.495 -0.078
C 5.606 2.737 -0.743 -0.091
C 5.617 1.452 -0.212 -0.091
C 4.541 0.609 -0.431 -0.127
C 2.866 -1.547 -2.288 -0.368
C 2.299 -2.809 -2.119 -0.138
C 2.793 -3.909 -2.803 -0.088
C 3.882 -3.761 -3.651 -0.085
C 4.469 -2.513 -3.808 -0.080
C 3.963 -1.412 -3.134 -0.080
C 0.131 1.661 -2.111 -0.423
C -0.095 2.922 -2.613 -0.083
C -1.037 3.531 -1.746 -0.077
C -1.325 2.603 -0.774 -0.432
C -2.263 2.755 0.385 -0.291
P -1.391 2.217 1.925 1.034
C -2.695 1.968 3.165 -0.404
C -3.851 2.742 3.223 -0.089
C -4.832 2.474 4.165 -0.080
C -4.663 1.432 5.066 -0.086
C -3.515 0.654 5.017 -0.081
C -2.542 0.919 4.066 -0.108
C -0.553 3.753 2.441 -0.346
C 0.410 4.284 1.578 -0.104
C 1.101 5.434 1.920 -0.081
C 0.855 6.063 3.134 -0.094
C -0.090 5.536 4.000 -0.088
C -0.793 4.389 3.655 -0.084
N -0.603 1.446 -0.972 -0.019
H 0.408 -0.247 -3.060 0.024
H 1.589 0.968 -3.527 0.096
H 2.606 2.661 -2.305 0.086
H 4.506 4.163 -1.904 0.104
H 6.441 3.404 -0.568 0.100
H 6.461 1.112 0.373 0.102
H 4.549 -0.389 -0.006 0.109
H 1.467 -2.930 -1.432 0.060
H 2.332 -4.879 -2.668 0.103
H 4.276 -4.617 -4.181 0.102
H 5.323 -2.395 -4.462 0.103
H 4.426 -0.442 -3.269 0.108
H 0.338 3.337 -3.509 0.093
H -1.464 4.518 -1.826 0.094
H -3.157 2.130 0.282 0.054
H -2.588 3.796 0.463 0.092
H -3.991 3.559 2.526 0.108
H -5.730 3.078 4.194 0.103
H -5.430 1.221 5.800 0.101
H -3.383 -0.168 5.708 0.102
H -1.662 0.288 4.005 0.093
H 0.600 3.811 0.620 0.096
H 1.834 5.839 1.235 0.103
H 1.399 6.959 3.402 0.099
H -0.287 6.018 4.948 0.101
H -1.531 3.989 4.340 0.098
N -3.766 -3.137 0.887 0.063
C -2.728 -2.262 1.049 -0.906
S -2.999 -0.628 0.575 0.601
N -1.620 -2.822 1.490 0.001
N -0.575 -1.939 1.543 -0.012
C 0.333 -2.160 2.418 -0.178
C 0.327 -3.291 3.377 -0.189
C 0.367 -3.029 4.743 -0.043
C 0.350 -4.072 5.658 -0.077
C 0.311 -5.384 5.209 -0.087
C 0.276 -5.649 3.847 -0.073
C 0.274 -4.609 2.934 -0.028
C 1.428 -1.147 2.510 -0.204
C 2.591 -1.369 3.236 0.003
C 3.526 -0.349 3.323 -0.039
C 3.278 0.855 2.686 -0.043
C 2.112 0.978 1.951 -0.129
N 1.217 0.003 1.859 0.035
H -4.687 -2.742 0.815 0.077
H -3.674 -4.016 1.372 0.096
H 0.403 -2.006 5.096 0.119
H 0.372 -3.857 6.717 0.103
H 0.303 -6.198 5.921 0.102
H 0.242 -6.672 3.495 0.104
H 0.217 -4.807 1.872 0.111
H 2.747 -2.316 3.729 0.118
H 4.437 -0.496 3.887 0.112
H 3.975 1.678 2.734 0.113
H 1.882 1.888 1.409 0.107
C -1.222 -4.460 -1.701 -0.325
Sb -1.408 -2.388 -2.232 1.287
C -3.468 -2.504 -2.769 -0.331
C -0.659 -2.625 -4.234 -0.332
H -1.549 -5.089 -2.528 0.004
H -1.837 -4.650 -0.824 -0.018
H -0.189 -4.700 -1.455 -0.020
H -3.592 -3.224 -3.577 0.003
H -3.828 -1.528 -3.084 0.002
H -4.037 -2.823 -1.898 -0.020
H -1.082 -3.528 -4.671 0.001
H 0.427 -2.698 -4.232 -0.018
H -0.948 -1.767 -4.839 0.003
```

Computed properties:
E_tot   -3575.63242 a.u.
Total charge   0
Energy above the lowest of the compared OMol25 structures with the same formula, charge and spin   0.0 kJ/mol
HOMO   -6.796 eV
Spin multiplicity   1
Orbital gap   0.2396 Eh